(1)
The following is a quantum chemistry calculation of C17H18N6O3S2 as an isolated structure at a distorted geometry, from the Open Molecules 2025 dataset.

Calculated values
HOMO-LUMO gap = 8.57 eV
Energy above the lowest of the compared OMol25 structures with the same formula, charge and spin = 1790.2 kJ/mol
Lowest unoccupied orbital energy = 0.01 eV
Energy = -54654.9860 eV

Each line ends with the natural charge from an NBO analysis.
Cartesian coordinates (Å):
C1 -3.5546 -2.5203 -0.3053  -0.646
C2 -1.9715 -2.3360 -0.3875  0.005
C3 -1.3838 -1.3646 0.5083  -0.229
C4 -0.1212 -1.2799 0.5243  -0.213
C5 0.6426 -2.1154 -0.4986  -0.331
C6 0.0131 -2.8986 -1.2120  -0.167
C7 -1.3930 -3.1268 -1.1154  -0.229
H1 -1.7609 -3.6565 -2.1232  0.229
H2 0.6707 -3.3075 -2.0379  0.234
S1 2.4099 -1.6913 -0.3921  2.345
O1 2.5599 -0.2012 -1.0308  -0.957
O2 2.9630 -2.7082 -0.9659  -0.948
N1 2.7019 -1.6167 1.1587  -0.873
H3 2.4658 -2.2239 1.7524  0.400
C8 3.9966 -1.0101 1.5449  -0.207
C9 4.2279 0.3860 1.3069  -0.614
H4 5.1422 0.7015 1.8128  0.252
H5 4.5082 0.3812 0.2037  0.281
S2 2.9238 1.5829 1.2864  0.421
C10 2.7020 2.0949 -0.1604  0.099
N2 3.7067 2.3195 -1.1473  -0.278
N3 3.1233 2.7632 -2.0703  0.002
N4 1.9750 2.7397 -2.1644  -0.085
N5 1.5247 2.2949 -0.8209  -0.270
C11 0.2512 2.2171 -0.8944  0.163
C12 -0.1123 2.3450 0.6244  -0.190
C13 -1.5211 1.9599 0.9378  -0.161
C14 -2.3842 1.8497 -0.0598  -0.276
C15 -2.0313 1.3536 -1.1937  -0.092
C16 -0.5902 1.5400 -1.5544  -0.220
H6 -0.2358 1.4823 -2.6642  0.244
H7 -2.6796 0.9906 -2.1662  0.273
C17 -3.8385 1.5167 0.2820  0.663
O3 -4.5408 0.4581 -0.2706  -0.696
N6 -4.4458 2.2758 1.1544  -0.742
H8 -3.8803 3.3628 1.5005  0.402
H9 -5.3738 2.2820 1.1620  0.399
H10 -1.8725 2.3646 2.2117  0.213
H11 0.4755 2.7275 1.3988  0.214
H12 3.9132 -0.8879 2.8622  0.178
H13 4.8705 -1.7407 1.4493  0.236
H14 0.1440 -0.4937 1.4882  0.256
H15 -2.2736 -0.9765 1.2670  0.235
H16 -3.9651 -3.2967 -1.1878  0.192
H17 -4.2097 -1.4945 -0.5451  0.289
H18 -3.7722 -3.0424 0.5319  0.200



(2)
The following is a quantum chemistry calculation of C4H12ClO2 as an isolated structure at a distorted geometry, from the Open Molecules 2025 dataset.

Calculated values
HOMO-LUMO gap = 8.90 eV
Energy above the lowest of the compared OMol25 structures with the same formula, charge and spin = 214.7 kJ/mol
Lowest unoccupied orbital energy = 3.87 eV
Net charge = -1
Energy = -20960.2719 eV

Each line ends with the natural charge from an NBO analysis.
Cartesian coordinates (Å):
Cl1 -0.2019 0.6003 -0.6168  -0.818
C1 2.9215 2.4550 2.8105  -0.628
C2 2.1380 1.4753 2.0263  -0.045
O1 1.7749 2.0396 0.7894  -0.815
H1 3.4836 1.7607 3.4445  0.189
H2 2.3483 3.2661 3.2929  0.202
H3 3.6791 2.8469 2.2262  0.200
H4 1.0807 1.3238 2.5848  0.131
H5 2.6068 0.5286 1.8527  0.149
H6 1.0178 1.4391 0.3206  0.472
C3 -2.3689 -1.8987 -3.0176  -0.649
C4 -2.4009 -2.3450 -1.5047  -0.037
O2 -2.6295 -1.3085 -0.6598  -0.762
H7 -3.2822 -1.8163 -3.3033  0.185
H8 -2.0805 -2.6268 -3.7320  0.189
H9 -1.6700 -1.1306 -3.4064  0.226
H10 -1.3036 -2.6522 -1.1507  0.153
H11 -3.1905 -3.2437 -1.3228  0.150
H12 -1.9228 -0.7135 -0.6338  0.507



(3)
The following is a quantum chemistry calculation of a single CH3BrFOP molecule at a distorted geometry, from the Open Molecules 2025 dataset.

Calculated values
HOMO-LUMO gap = 10.64 eV
SMILES string = COP(F)Br
Energy above the lowest of the compared OMol25 structures with the same formula, charge and spin = 139.3 kJ/mol
Lowest unoccupied orbital energy = 0.79 eV
Energy = -85182.9798 eV

Each line ends with the natural charge from an NBO analysis.
Cartesian coordinates (Å):
C1 0.4356 0.9614 -0.2044  -0.234
O1 0.0559 0.4688 -1.4897  -0.844
P1 -1.0505 1.0640 -2.5747  1.344
F1 -0.8133 -0.1024 -3.7155  -0.576
Br1 0.1357 2.6896 -3.3065  -0.259
H1 1.3040 1.5098 -0.5201  0.201
H2 0.6213 0.1541 0.5227  0.195
H3 -0.3391 1.4518 0.1997  0.174



(4)
The following is a quantum chemistry calculation of C20H19AsN2O6S3Ti as an isolated structure at a distorted geometry, from the Open Molecules 2025 dataset.

Calculated values
HOMO-LUMO gap (spin up / spin down) = 6.85 / 6.95 eV
2S+1 = 2
Energy above the lowest of the compared OMol25 structures with the same formula, charge and spin = 75.7 kJ/mol
⟨S²⟩ = 0.75
Lowest unoccupied orbital energy (spin up / spin down) = 2.27 / 2.27 eV
Net charge = -1
Energy = -152778.1492 eV

Each line ends with the natural charge from an NBO analysis.
Cartesian coordinates (Å):
Ti1 0.0558 0.3643 0.0939  1.437
O1 -0.1550 3.9374 -0.5939  -0.705
C1 -0.6307 2.9968 0.0374  0.803
O2 -1.1965 1.9532 -0.4540  -0.787
C2 -0.4709 3.0344 1.5732  -0.351
C3 1.0228 2.7894 1.8722  0.094
C4 1.4086 3.2748 3.2594  -0.416
C5 0.7100 2.2298 4.1588  -0.429
C6 0.0876 1.2956 3.1268  0.087
O3 1.0457 1.3332 2.0272  -0.536
C7 -1.1495 1.9183 2.4683  -0.351
C8 -1.9548 0.8135 1.7511  0.823
O4 -3.1505 0.8673 1.6542  -0.585
O5 -1.1860 -0.2249 1.3728  -0.830
H1 -0.7773 4.0329 1.8803  0.236
H2 1.6832 3.0834 1.0658  0.240
H3 2.4905 3.2401 3.3840  0.213
H4 1.0729 4.2972 3.4318  0.209
H5 1.4275 1.6955 4.7799  0.216
H6 -0.0529 2.6592 4.8086  0.209
H7 -0.0432 0.2701 3.4490  0.232
H8 -1.8284 2.3644 3.1928  0.233
S1 -1.1002 -0.8805 -1.7776  -0.293
C9 -1.7109 -2.1834 -0.7836  -0.098
C10 -3.0873 -2.4363 -0.8340  -0.160
C11 -3.6795 -3.4274 -0.0778  -0.126
C12 -5.1056 -3.6588 -0.2090  0.294
N1 -6.2325 -3.8519 -0.3207  -0.325
C13 -2.9030 -4.2006 0.7867  -0.170
C14 -1.5389 -3.9607 0.8532  -0.152
C15 -0.9310 -2.9816 0.0734  -0.192
S2 0.8413 -2.9529 0.1549  0.349
C16 -3.4902 -5.2331 1.6120  0.295
N2 -3.9360 -6.0598 2.2749  -0.334
H9 -3.6998 -1.8247 -1.4813  0.237
H10 -0.9329 -4.5573 1.5232  0.231
S3 3.0256 -1.1984 0.1048  -0.147
C17 1.3720 -1.2927 0.1750  -0.686
C18 1.9526 -0.2171 -3.3444  -1.006
As1 1.4587 1.4146 -2.4938  2.020
C19 -0.0794 2.1335 -3.3422  -0.997
C20 2.9175 2.5763 -2.8621  -1.001
O6 1.4440 1.3345 -0.7987  -1.123
H11 2.3274 0.0509 -4.3325  0.228
H12 1.0963 -0.8821 -3.4073  0.283
H13 2.7299 -0.6827 -2.7412  0.277
H14 0.2263 2.3392 -4.3688  0.227
H15 -0.3529 3.0360 -2.7982  0.300
H16 -0.8938 1.4145 -3.3030  0.279
H17 3.1375 2.5867 -3.9276  0.230
H18 3.7683 2.1984 -2.2996  0.257
H19 2.6611 3.5739 -2.5112  0.258



(5)
The following is a quantum chemistry calculation of a single C3H5NO3 molecule at a distorted geometry, from the Open Molecules 2025 dataset.

Calculated values
HOMO-LUMO gap = 10.54 eV
SMILES string = C[C@H](C=O)[N+](=O)[O-]
Energy above the lowest of the compared OMol25 structures with the same formula, charge and spin = 470.9 kJ/mol
Lowest unoccupied orbital energy = -0.21 eV
Energy = -10820.8077 eV

Each line ends with the natural charge from an NBO analysis.
Cartesian coordinates (Å):
C1 0.9366 -0.7297 -0.7871  -0.646
C2 -0.1580 0.0767 -0.1023  -0.229
C3 0.2056 1.4167 0.5545  0.436
O1 1.2711 1.9460 0.5568  -0.486
N1 -1.2392 -0.6833 0.6262  0.534
O2 -2.2492 -0.0183 0.8062  -0.381
O3 -1.1008 -1.8371 1.0038  -0.351
H1 1.8179 -0.0937 -0.7374  0.245
H2 1.0280 -1.6545 -0.2790  0.247
H3 0.8452 -0.8727 -1.9101  0.231
H4 -0.7709 0.6283 -0.9018  0.261
H5 -0.5863 1.8216 1.1701  0.139



(6)
The following is a quantum chemistry calculation of a single CH4IP molecule at a distorted geometry, from the Open Molecules 2025 dataset.

Calculated values
HOMO-LUMO gap (spin up / spin down) = 8.09 / 8.09 eV
SMILES string = C=[PH2]I
Energy above the lowest of the compared OMol25 structures with the same formula, charge and spin = 221.0 kJ/mol
Lowest unoccupied orbital energy (spin up / spin down) = -0.50 / -0.50 eV
Energy = -18489.2322 eV

Each line ends with the natural charge from an NBO analysis.
Cartesian coordinates (Å):
C1 -0.4946 -0.7770 -0.9088  -0.911
P1 0.1856 0.0998 0.3957  0.768
I1 1.3915 2.3266 0.9135  -0.280
H1 -0.0108 -1.0498 -1.7436  0.220
H2 -1.3564 -0.2720 -1.0835  0.202
H3 -0.7874 0.3538 1.4101  0.026
H4 1.0721 -0.6813 1.0166  -0.024